Below is 2 unconnected molecules or ions with the total composition C11H18N4 in a non-equilibrium geometry, with properties calculated with ωB97M-V with the def2-TZVPD basis set.

Calculated values
F_max = 4.62 eV/Å
Total charge = +2
Energy relative to the best compared isomer or geometry (same formula, charge and spin) = 60.9 kcal per mole
E_tot = -648.267351 hartree
Molar mass = 206.29 g/mol

Each line ends with the Mulliken charge.
Cartesian coordinates (Å):
C -3.04 -1.22 1.20  -0.659
C 0.07 0.87 -2.03  -0.770
C -1.73 -1.06 1.46  -0.192
C 0.59 0.32 -3.19  -0.532
C -2.45 0.59 0.25  -0.152
C 1.38 -0.67 -1.46  -0.383
C 0.91 0.28 3.38  -1.338
C 0.08 2.16 1.09  -1.515
C 2.18 -1.67 -3.53  -0.812
C 0.93 -0.05 1.77  -1.341
C -0.09 0.69 1.09  0.910
N -3.38 -0.33 0.23  0.009
N 0.65 0.23 -0.98  0.059
N 1.40 -0.68 -2.78  0.041
N -1.39 0.16 0.87  0.523
H -3.69 -1.97 1.43  0.468
H -0.65 1.50 -1.75  0.630
H -1.10 -1.68 2.12  0.461
H 0.36 0.67 -4.19  0.430
H -2.62 1.57 -0.03  0.456
H 2.01 -1.29 -0.90  0.490
H 1.59 1.13 3.55  0.419
H -0.14 0.55 3.50  0.429
H 1.44 -0.56 3.82  0.401
H 1.07 2.29 0.66  0.402
H -0.68 2.70 0.74  0.517
H 0.19 2.35 2.14  0.433
H 2.23 -2.61 -3.03  0.299
H 2.04 -1.78 -4.60  0.333
H 3.19 -1.25 -3.46  0.397
H 1.89 0.25 1.46  0.602
H 0.95 -1.11 1.54  0.716
H -4.21 -0.38 -0.36  0.273